(1)
82
Properties=species:S:1:pos:R:3:lowdin_charge:R:1 method="wB97M-V/def2-TZVPD" orbital_gap_ev="3.08 / 3.08" total_charge=-2 energy_ev=-94285.8214 e_homo_ev="0.99 / 0.99" relative_energy_kj_mol=0.0
Ag 1.832 1.162 -0.205 0.660
C 0.383 -5.643 -1.194 -0.061
C -0.521 -4.400 -1.182 -0.559
C -1.992 -4.828 -1.299 -0.057
C -0.169 -3.563 -2.410 -0.067
C -0.327 -3.629 0.123 -0.194
C -0.529 -4.301 1.335 -0.086
C -0.329 -3.663 2.553 -0.120
C 0.053 -2.337 2.562 -0.510
S 0.438 -1.322 3.919 0.988
C 0.806 0.047 2.761 -0.495
N 0.620 -0.313 1.497 0.026
C 0.229 -1.612 1.360 -0.316
C 0.043 -2.290 0.144 0.044
C 1.270 1.260 3.300 -0.226
C 1.681 1.301 4.662 -0.127
C 2.219 2.409 5.247 -0.155
C 2.383 3.597 4.482 -0.139
C 2.005 3.621 3.172 -0.061
C 1.409 2.492 2.522 -0.356
H 0.247 -6.196 -2.129 0.074
H 0.164 -6.315 -0.363 0.066
H 1.429 -5.339 -1.119 0.089
H -2.159 -5.391 -2.223 0.074
H -2.631 -3.942 -1.311 0.088
H -2.293 -5.451 -0.454 0.069
H -0.290 -4.171 -3.311 0.082
H 0.863 -3.213 -2.371 0.086
H -0.820 -2.694 -2.500 0.075
H -0.829 -5.343 1.343 0.089
H -0.460 -4.206 3.483 0.092
H 0.234 -1.722 -0.757 0.087
H 1.595 0.393 5.250 0.046
H 2.539 2.373 6.283 0.069
H 2.818 4.480 4.938 0.075
H 2.132 4.520 2.583 0.069
C -3.354 3.396 1.337 -0.062
C -4.240 3.122 0.119 -0.561
C -5.466 2.319 0.581 -0.058
C -4.690 4.474 -0.457 -0.057
C -3.491 2.340 -0.959 -0.177
C -4.150 2.005 -2.156 -0.059
C -3.509 1.323 -3.179 -0.104
C -2.181 0.969 -3.006 -0.483
S -1.075 0.161 -4.079 1.025
C 0.211 0.307 -2.826 -0.509
N -0.200 0.910 -1.768 0.074
C -1.505 1.291 -1.816 -0.289
C -2.169 1.971 -0.795 0.055
C 1.559 -0.206 -3.002 -0.293
C 1.874 -0.945 -4.150 -0.111
C 3.131 -1.488 -4.314 -0.138
C 4.089 -1.271 -3.328 -0.128
C 3.775 -0.507 -2.209 -0.155
C 2.512 0.053 -1.969 -0.138
H -3.917 3.968 2.079 0.080
H -2.467 3.968 1.061 0.083
H -3.024 2.465 1.802 0.093
H -6.011 2.864 1.357 0.076
H -5.144 1.360 0.990 0.089
H -6.152 2.121 -0.245 0.068
H -5.205 5.063 0.307 0.076
H -5.367 4.347 -1.304 0.068
H -3.819 5.036 -0.800 0.091
H -5.186 2.289 -2.298 0.096
H -4.040 1.085 -4.094 0.095
H -1.593 2.189 0.096 0.089
H 1.110 -1.104 -4.908 0.070
H 3.367 -2.077 -5.194 0.081
H 5.083 -1.695 -3.435 0.082
H 4.568 -0.348 -1.480 0.064
O 2.092 4.821 0.437 -0.755
S 1.112 3.699 0.135 0.626
N 0.967 2.546 1.273 -0.410
S 6.352 0.602 1.472 0.917
C 5.369 -0.818 1.518 -0.426
C 4.060 -0.474 1.454 -0.252
N 3.808 0.869 1.356 -0.041
C 4.894 1.557 1.358 -0.449
H 5.808 -1.800 1.584 0.051
H 3.227 -1.165 1.464 0.104
H 4.941 2.635 1.299 0.081

=====

(2)
89
Properties=species:S:1:pos:R:3:lowdin_charge:R:1 method="wB97M-V/def2-TZVPD" multiplicity=2 orbital_gap_ev="3.10 / 6.31" total_charge=-1 energy_ev=-177912.1174 e_homo_ev="-1.10 / -4.32"
Pb -0.229 0.299 -0.005 0.989
N 3.150 -1.903 -0.707 0.098
C 3.468 -0.623 -0.362 -0.713
N 2.608 0.349 -0.301 0.024
C 3.226 1.548 0.023 -0.331
C 4.557 1.471 0.228 -0.376
S 5.105 -0.144 -0.010 1.020
C 2.437 2.802 0.083 -0.329
C 2.957 4.009 0.378 -0.376
S 1.750 5.229 0.256 1.030
C 0.597 4.007 -0.193 -0.695
N 1.080 2.802 -0.225 0.020
N -0.674 4.341 -0.558 0.088
H 2.156 -2.124 -0.561 0.039
H 3.776 -2.617 -0.371 0.087
H 5.253 2.258 0.474 0.067
H 3.967 4.260 0.658 0.068
H -1.035 5.196 -0.170 0.088
H -1.345 3.572 -0.546 -0.029
C -6.175 -0.913 2.210 -0.079
C -4.969 -0.141 1.730 -0.316
O -5.117 0.061 0.307 -0.336
P -3.774 0.278 -0.541 -0.158
S -2.784 1.825 0.247 0.217
S -2.745 -1.391 -0.719 0.238
O -4.495 0.706 -1.913 -0.336
C -3.758 0.662 -3.142 -0.322
C -4.205 -0.513 -3.983 -0.092
H -6.199 -0.924 3.302 0.078
H -6.144 -1.943 1.847 0.061
H -7.091 -0.444 1.845 0.076
H -4.046 -0.691 1.929 0.074
H -4.889 0.830 2.214 0.103
H -2.687 0.602 -2.937 0.089
H -3.953 1.606 -3.650 0.113
H -3.895 -1.447 -3.514 0.046
H -3.764 -0.448 -4.982 0.073
H -5.293 -0.512 -4.077 0.076
O 0.424 -2.320 0.018 -0.627
As 0.327 -3.425 1.254 1.209
C 1.313 -2.978 2.821 -0.314
C 2.151 -1.872 2.791 -0.099
C 2.874 -1.540 3.931 -0.054
C 2.765 -2.317 5.074 -0.072
C 1.934 -3.431 5.095 -0.094
C 1.199 -3.762 3.966 -0.132
C 1.054 -5.080 0.574 -0.289
C 0.796 -5.377 -0.760 -0.103
C 1.319 -6.530 -1.330 -0.080
C 2.110 -7.381 -0.570 -0.093
C 2.386 -7.074 0.752 -0.084
C 1.861 -5.920 1.326 -0.082
C -1.490 -3.733 1.749 -0.309
C -2.076 -2.888 2.682 -0.086
C -3.420 -3.042 2.989 -0.077
C -4.169 -4.024 2.356 -0.083
C -3.581 -4.862 1.417 -0.081
C -2.235 -4.721 1.111 -0.098
H 2.186 -1.246 1.911 0.068
H 3.497 -0.654 3.929 0.111
H 3.307 -2.036 5.969 0.110
H 1.834 -4.018 6.000 0.107
H 0.509 -4.598 3.992 0.110
H 0.203 -4.689 -1.352 0.109
H 1.114 -6.760 -2.368 0.103
H 2.519 -8.281 -1.014 0.100
H 3.017 -7.728 1.340 0.102
H 2.093 -5.676 2.354 0.091
H -1.498 -2.088 3.130 0.079
H -3.878 -2.386 3.719 0.112
H -5.222 -4.131 2.588 0.101
H -4.171 -5.623 0.922 0.101
H -1.775 -5.371 0.378 0.095
F 0.369 -1.094 9.710 0.085
C 0.115 0.129 9.171 -0.569
F -1.023 0.562 9.836 0.061
F 1.081 0.968 9.662 0.076
C 0.025 0.116 7.720 -0.184
C -0.179 -1.090 6.994 -0.067
C -0.285 -1.081 5.631 -0.088
C -0.188 0.140 4.870 -0.272
C -0.030 1.358 5.632 -0.071
C 0.071 1.344 6.990 -0.069
C -0.227 0.176 3.469 -0.212
C -0.201 0.212 2.230 -0.281
H -0.245 -2.031 7.529 0.100
H -0.435 -2.021 5.114 0.074
H 0.013 2.300 5.097 0.095
H 0.189 2.278 7.529 0.102